This record from the Open Molecules 2025 dataset describes a structure of composition C27H23N6O10SV. The level of theory is the ωB97M-V functional and the def2-TZVPD basis.

Values from the calculation:
- HOMO energy (alpha / beta) (eV) = -13.871 / -13.871
- total charge = +2
- Kohn-Sham gap (alpha / beta) (eV) = 4.3 / 4.3

Geometry as XYZ:
```
68
Properties=species:S:1:pos:R:3:lowdin_charge:R:1
V -0.348 -1.809 -0.162 1.184
O -4.107 -1.994 0.743 0.239
C -2.951 -1.783 0.860 -0.357
N -1.882 -2.661 0.402 0.021
C -1.995 -4.069 0.752 -0.349
O -3.028 -4.636 0.855 0.235
C -0.637 -4.630 0.950 -0.173
C -0.420 -5.915 1.390 0.063
C 0.896 -6.305 1.615 0.023
C 1.912 -5.389 1.400 0.017
C 1.600 -4.116 0.944 -0.053
N 0.338 -3.744 0.714 0.044
C -2.308 -0.608 1.528 -0.156
C -3.000 0.324 2.252 0.069
C -2.279 1.383 2.812 0.040
C -0.915 1.458 2.613 0.027
C -0.278 0.486 1.851 -0.033
N -0.965 -0.536 1.337 0.021
H -1.263 -6.572 1.558 0.146
H 1.120 -7.304 1.966 0.137
H 2.946 -5.645 1.584 0.134
H 2.375 -3.382 0.784 0.125
H -4.070 0.213 2.375 0.148
H -2.788 2.140 3.395 0.138
H -0.331 2.274 3.011 0.108
H 0.782 0.522 1.637 0.135
O 4.608 -1.969 -3.334 0.176
C 3.672 -2.722 -3.895 -0.472
O 3.835 -3.330 -4.908 0.171
C 2.335 -2.816 -3.211 0.001
C 1.284 -3.532 -3.760 0.074
N 0.238 -3.429 -2.927 0.099
N 0.548 -2.702 -1.852 -0.006
C 1.815 -2.319 -2.016 -0.115
C 2.328 -1.453 -0.926 -0.439
O 3.404 -0.947 -0.905 0.209
O 1.395 -1.323 0.061 -0.132
H 4.315 -1.520 -2.522 0.090
H 1.246 -4.089 -4.683 0.167
H -0.686 -3.820 -3.046 0.192
C 1.097 4.803 4.177 -0.036
C 0.677 4.622 2.744 -0.288
C -0.486 5.227 2.261 -0.025
C -0.834 5.136 0.924 -0.041
C -0.020 4.416 0.056 -0.285
C 1.125 3.784 0.516 -0.059
C 1.462 3.885 1.860 -0.049
S -0.310 4.520 -1.682 0.661
O -0.770 5.848 -1.942 -0.257
O 0.827 3.955 -2.347 -0.281
N -1.621 3.520 -2.008 -0.111
C -1.496 2.554 -3.106 -0.197
C -1.814 1.138 -2.634 -0.066
C -0.811 0.647 -1.657 -0.366
O -1.117 -0.762 -1.260 -0.166
O 0.122 1.146 -1.154 0.210
H 0.240 4.978 4.827 0.084
H 1.754 5.669 4.271 0.099
H 1.650 3.939 4.544 0.081
H -1.097 5.818 2.932 0.124
H -1.696 5.671 0.547 0.123
H 1.764 3.264 -0.185 0.112
H 2.377 3.427 2.216 0.123
H -2.417 4.137 -2.131 0.112
H -0.493 2.600 -3.525 0.119
H -2.198 2.802 -3.902 0.138
H -1.876 0.426 -3.460 0.145
H -2.783 1.101 -2.125 0.148
```

This record from the Open Molecules 2025 dataset describes a structure of composition C27H23N6O4Zr in a non-equilibrium geometry. The level of theory is the ωB97M-V functional and the def2-TZVPD basis.

Values from the calculation:
- HOMO energy (eV) = -15.865
- total charge = +3
- Kohn-Sham gap (eV) = 5.2

Geometry as XYZ:
```
61
Properties=species:S:1:pos:R:3:lowdin_charge:R:1
Zr 0.283 -0.755 -0.453 1.902
O 3.657 -0.664 -3.140 0.254
C 2.667 -0.961 -2.372 -0.411
O 2.282 -0.297 -1.402 -0.017
C 2.006 -2.288 -2.639 -0.139
C 2.431 -3.283 -3.502 0.096
C 1.822 -4.531 -3.390 0.063
C 0.896 -4.770 -2.372 0.082
C 0.546 -3.713 -1.552 -0.127
N 1.037 -2.488 -1.752 0.023
C -0.185 -3.732 -0.228 -0.377
O -0.853 -4.739 0.217 0.271
O -0.072 -2.716 0.470 -0.031
H 4.115 0.154 -2.868 0.192
H 3.230 -3.107 -4.210 0.153
H 2.118 -5.337 -4.049 0.149
H 0.508 -5.771 -2.223 0.145
H -0.896 -5.514 -0.367 0.169
C -0.284 -1.702 5.793 -0.010
C -0.159 -1.032 4.460 -0.211
C 0.976 -0.272 4.139 0.016
C 1.105 0.324 2.907 0.008
C 0.085 0.222 1.947 -0.280
N 0.188 0.873 0.680 -0.144
C 0.143 2.264 0.501 -0.193
C 0.040 3.153 1.562 0.019
C -0.052 4.516 1.345 0.011
C -0.069 5.043 0.057 -0.231
C -0.211 6.517 -0.192 -0.017
C 0.008 4.150 -1.007 0.039
C 0.130 2.786 -0.796 -0.095
N 0.206 1.933 -1.965 -0.028
C 0.572 2.307 -3.197 0.012
C 0.314 1.268 -4.079 0.013
C -0.221 0.268 -3.290 -0.121
N -0.281 0.661 -1.998 -0.093
C -1.045 -0.559 2.261 -0.138
C -1.148 -1.182 3.495 0.049
N -2.111 -0.725 1.322 -0.051
C -3.429 -0.859 1.562 0.016
C -4.069 -1.022 0.352 0.012
C -3.056 -0.984 -0.600 -0.075
N -1.867 -0.807 -0.015 -0.104
H 0.253 -1.151 6.562 0.098
H 0.144 -2.706 5.750 0.107
H -1.325 -1.799 6.094 0.096
H 1.763 -0.155 4.874 0.138
H 1.978 0.920 2.670 0.139
H 0.027 2.768 2.574 0.124
H -0.128 5.183 2.194 0.134
H -0.031 7.088 0.716 0.091
H -1.219 6.751 -0.538 0.102
H 0.486 6.859 -0.956 0.094
H -0.060 4.543 -2.013 0.128
H 0.978 3.285 -3.392 0.150
H 0.469 1.269 -5.145 0.129
H -0.602 -0.700 -3.583 0.127
H -2.007 -1.806 3.710 0.137
H -3.826 -0.797 2.561 0.152
H -5.126 -1.134 0.186 0.127
H -3.132 -1.046 -1.674 0.127
```

This record from the Open Molecules 2025 dataset describes an isolated molecule of C27H23NO4S2 in a non-equilibrium geometry. The level of theory is the ωB97M-V functional and the def2-TZVPD basis.

Values from the calculation:
- HOMO energy (eV) = -7.855
- structure (SMILES) = C[C@H](O[S@@](=O)(=CS(=O)(=O)c1ccccc1)c1ccccc1)n1c2ccccc2c2ccccc21
- Kohn-Sham gap (eV) = 7.4

Geometry as XYZ:
```
57
Properties=species:S:1:pos:R:3:lowdin_charge:R:1
C -1.642 0.106 5.716 0.001
C -0.391 0.308 4.916 -0.366
O -0.726 -0.170 3.599 -0.258
S -1.195 1.063 2.563 0.896
O -1.516 2.327 3.203 -0.271
C 0.199 0.905 1.704 -0.393
S 1.741 1.552 2.136 0.646
O 2.185 2.526 1.169 -0.301
O 1.667 1.878 3.549 -0.329
C 2.789 0.093 2.007 -0.269
C 3.249 -0.517 3.170 -0.053
C 3.753 -1.815 3.108 -0.063
C 3.916 -2.440 1.869 -0.075
C 3.573 -1.764 0.694 -0.077
C 2.979 -0.501 0.760 -0.071
C -2.622 0.332 1.811 -0.271
C -3.859 1.007 1.838 -0.038
C -4.990 0.405 1.286 -0.062
C -4.895 -0.854 0.685 -0.060
C -3.655 -1.497 0.612 -0.058
C -2.514 -0.911 1.174 -0.050
N 0.741 -0.510 5.426 0.069
C 1.513 -0.108 6.531 -0.162
C 1.568 1.131 7.147 -0.006
C 2.400 1.266 8.270 -0.077
C 3.124 0.171 8.776 -0.093
C 3.018 -1.092 8.181 -0.019
C 2.240 -1.215 7.031 -0.120
C 1.840 -2.362 6.263 -0.125
C 2.037 -3.716 6.528 -0.023
C 1.295 -4.647 5.792 -0.097
C 0.377 -4.209 4.826 -0.082
C 0.170 -2.840 4.566 -0.012
C 0.893 -1.907 5.296 -0.143
H -2.426 0.741 5.297 0.084
H -1.936 -0.951 5.627 0.098
H -1.451 0.378 6.756 0.093
H -0.008 1.333 4.929 0.116
H 0.134 0.317 0.789 0.066
H 3.203 0.019 4.115 0.110
H 4.027 -2.325 4.031 0.109
H 4.334 -3.445 1.823 0.104
H 3.765 -2.215 -0.281 0.105
H 2.667 0.025 -0.141 0.117
H -3.923 1.993 2.300 0.119
H -5.943 0.933 1.331 0.113
H -5.787 -1.324 0.268 0.112
H -3.573 -2.467 0.121 0.113
H -1.549 -1.418 1.129 0.121
H 1.004 1.964 6.737 0.114
H 2.486 2.237 8.757 0.102
H 3.770 0.309 9.646 0.099
H 3.521 -1.974 8.581 0.111
H 2.735 -4.003 7.320 0.113
H 1.420 -5.714 5.989 0.098
H -0.203 -4.955 4.281 0.099
H -0.543 -2.510 3.816 0.098
```

This record from the Open Molecules 2025 dataset describes a structure of composition C27H24BaN10O3S in a non-equilibrium geometry. The level of theory is the ωB97M-V functional and the def2-TZVPD basis.

Values from the calculation:
- HOMO energy (eV) = -7.203
- Kohn-Sham gap (eV) = 7.3

Geometry as XYZ:
```
66
Properties=species:S:1:pos:R:3:lowdin_charge:R:1
Ba -0.152 0.629 0.488 1.863
O 1.284 2.230 -1.796 -0.066
C 1.106 2.862 -0.716 -0.697
N 1.608 2.634 0.474 -0.040
C 2.770 1.822 0.615 -0.257
C 3.932 2.377 0.065 -0.041
C 5.191 1.861 0.289 -0.099
C 5.326 0.752 1.111 -0.097
C 4.202 0.166 1.659 -0.022
C 2.901 0.649 1.421 -0.232
N 1.784 0.037 2.029 -0.114
C 1.770 -1.157 2.607 -0.535
O 2.676 -2.012 2.729 -0.050
C 0.417 -1.570 3.186 -0.224
C 0.415 -2.555 4.171 -0.005
C -0.785 -2.987 4.701 -0.043
C -1.966 -2.433 4.226 -0.056
C -1.879 -1.461 3.250 -0.137
N -0.723 -1.028 2.743 -0.007
C -0.055 3.831 -0.732 -0.238
C 0.166 5.193 -0.880 0.003
C -0.936 6.022 -0.973 -0.052
C -2.207 5.460 -0.902 -0.062
C -2.320 4.089 -0.764 -0.133
N -1.265 3.270 -0.711 0.057
H 3.813 3.269 -0.538 0.113
H 6.059 2.336 -0.152 0.097
H 6.305 0.344 1.329 0.098
H 4.301 -0.705 2.285 0.093
H 1.361 -2.961 4.495 0.116
H -0.801 -3.749 5.469 0.111
H -2.929 -2.747 4.604 0.105
H -2.778 -1.006 2.847 0.103
H 1.178 5.573 -0.895 0.124
H -0.817 7.092 -1.089 0.110
H -3.096 6.073 -0.955 0.103
H -3.293 3.612 -0.702 0.100
C -1.998 1.666 -5.189 0.003
C -2.869 1.344 -4.033 -0.333
N -4.155 1.446 -3.988 0.125
N -4.473 1.060 -2.715 0.020
C -3.417 0.712 -1.956 -0.834
S -3.455 0.244 -0.360 0.529
N -2.378 0.884 -2.824 -0.087
N -1.040 0.662 -2.501 0.074
H -2.606 2.108 -5.973 0.088
H -1.523 0.765 -5.581 0.088
H -1.214 2.366 -4.898 0.091
H -5.428 1.061 -2.399 0.149
H -0.566 1.563 -2.389 0.042
H -0.586 0.172 -3.263 0.111
N 1.987 -4.690 2.125 0.196
C 1.101 -5.284 1.286 -0.489
O 0.949 -6.491 1.231 0.046
C 0.284 -4.380 0.399 -0.094
C -0.612 -4.932 -0.507 0.014
C -1.293 -4.094 -1.378 -0.036
C -1.070 -2.724 -1.304 -0.149
N -0.242 -2.190 -0.410 -0.018
C 0.417 -3.008 0.405 -0.089
H 2.583 -5.307 2.651 0.118
H 2.230 -3.704 2.121 0.050
H -0.738 -6.006 -0.526 0.124
H -1.986 -4.489 -2.108 0.106
H -1.594 -2.034 -1.957 0.084
H 1.134 -2.528 1.052 0.083
```